# 1
49
Properties=species:S:1:pos:R:3 method="wB97M-V/def2-TZVPD" de_lowest_kj_mol=51.77 charge=+2 s2=3.78 multiplicity=4 gap_ev="5.461 / 5.473" total_energy_ev=-59551.874 lumo_energy_ha="-0.275 / -0.274"
Cr -0.50465 -0.31261 -0.11458
C -1.99215 -2.26521 1.26812
C -1.80835 -1.26481 2.40942
N -0.82555 -0.24211 2.00582
C -1.23545 1.13549 2.31722
C -1.95935 1.75219 1.15462
C -2.77045 2.87169 1.23292
C -3.25505 3.43509 0.05932
C -2.91445 2.86389 -1.16178
C -2.10045 1.74509 -1.16808
C -1.51495 1.12669 -2.40988
N -1.08325 -0.25911 -2.15198
C -2.16435 -1.25191 -2.35668
C -2.17575 -2.25471 -1.20288
N -2.21215 -1.49031 0.04542
N -1.66255 1.19669 -0.02758
H -2.82085 -2.94991 1.48342
H -1.07915 -2.85931 1.14642
H -1.49135 -1.79761 3.30992
H -2.76835 -0.78891 2.62482
H 0.06555 -0.40821 2.47572
H -0.32775 1.72999 2.47772
H -1.83575 1.19369 3.23142
H -2.99295 3.31449 2.18852
H -3.85165 4.33229 0.08772
H -3.24275 3.29789 -2.09258
H -0.63035 1.72149 -2.66978
H -2.21575 1.19389 -3.25048
H -0.32225 -0.47111 -2.79588
H -2.03885 -1.78941 -3.30108
H -3.12845 -0.73571 -2.39238
H -1.25655 -2.85341 -1.21758
H -3.03105 -2.93431 -1.30138
H -3.13745 -1.06021 0.12062
O 4.41575 0.42759 2.19562
C 4.67685 0.00369 0.97892
C 6.02385 -0.15471 0.58982
C 6.33635 -0.61451 -0.66878
C 5.32795 -0.90341 -1.59158
C 3.99995 -0.73511 -1.23958
C 3.64925 -0.30391 0.04132
C 2.24565 -0.14091 0.42292
O 1.88585 0.24649 1.54592
O 1.32685 -0.40421 -0.45318
H 3.43975 0.50009 2.32782
H 6.78765 0.10009 1.30812
H 7.36945 -0.75311 -0.94648
H 5.58275 -1.25001 -2.58058
H 3.21675 -0.93991 -1.95508

***

# 2
64
Properties=species:S:1:pos:R:3 method="wB97M-V/def2-TZVPD" multiplicity=1 gap_ev=3.805 total_energy_ev=-86741.896 lumo_energy_ha=-0.214
Tl -1.87890 -0.36395 1.74551
F -2.97031 -1.33987 -0.78577
F 0.21796 -0.70442 3.55167
N -5.50227 -0.42025 2.52351
O -4.78636 0.27010 1.80739
O -5.07007 -1.46807 2.99951
O -6.68157 -0.17427 2.56310
O 0.05352 0.05804 -0.40642
C 1.00227 0.36909 -1.10435
O 1.43653 1.66558 -1.31150
C 2.55221 1.72764 -2.12399
C 3.09991 0.30856 -2.11085
C 1.92419 -0.61519 -1.77125
H 3.23291 2.40803 -1.61233
H 2.37155 2.22528 -3.07679
H 3.96559 0.22305 -1.45406
H 3.56437 -0.01584 -3.04206
H 2.19263 -1.46052 -1.13764
H 1.35862 -0.83835 -2.67593
O -2.49733 1.86366 0.00984
S -3.04683 2.78944 -1.02944
O -3.31740 4.18681 -0.66335
O -2.23339 2.79296 -2.45379
C -1.88862 1.58288 -3.10633
C -0.66974 1.84862 -4.11858
C -4.68161 1.93195 -1.48865
H -2.81606 1.14926 -3.48040
H -1.59173 0.67778 -2.57647
H 0.06605 2.48142 -3.62231
H -1.06201 2.40532 -4.96964
H -0.23139 0.89970 -4.42764
H -4.90433 2.37388 -2.45984
H -5.55142 2.20783 -0.89248
H -4.47887 0.86104 -1.50059
O 2.68987 1.58898 1.97862
S 1.44440 2.28634 2.26197
O 0.13880 1.76447 2.02720
O 1.46614 2.95986 3.82197
C 2.34473 2.37574 4.84575
C 2.01179 3.11636 6.12773
C 1.41847 3.96187 1.39992
H 3.43193 2.37287 4.76766
H 2.10926 1.31273 4.89731
H 2.22673 2.44970 6.96287
H 0.93114 3.25863 6.12105
H 2.51549 4.05366 6.36406
H 0.44575 4.13414 0.93923
H 2.23016 4.06690 0.68004
H 1.61688 4.70878 2.16860
O -0.58003 -2.82931 0.66255
S -0.06447 -3.65785 -0.44116
O 0.58507 -2.99261 -1.57122
O 1.03754 -4.78982 0.00620
C 1.57948 -5.71234 -0.90318
C 3.05457 -6.04484 -0.41286
C -1.45673 -4.81858 -1.01837
H 1.60568 -5.33022 -1.92367
H 1.05852 -6.64125 -1.13514
H 3.62856 -5.25987 0.07956
H 3.55103 -6.34052 -1.33709
H 3.03650 -6.91184 0.24751
H -1.41428 -5.03167 -2.08649
H -2.33390 -4.19333 -0.85181
H -1.48694 -5.76396 -0.47666

***

# 3
22
Properties=species:S:1:pos:R:3 method="wB97M-V/def2-TZVPD" de_lowest_kj_mol=566.28 multiplicity=1 gap_ev="7.034 / 7.034" total_energy_ev=-31305.807 lumo_energy_ha="-0.032 / -0.032"
C -0.45117 0.98484 0.45003
C -1.55038 -1.26824 0.96810
C 1.21245 0.06438 -1.11437
C 1.40290 -0.34735 1.38826
C 1.81270 1.93686 0.37844
C -2.54228 -1.68265 -1.16669
C 0.95556 0.66044 0.31549
O -1.70177 -2.01875 -0.02060
P -1.87581 0.49952 1.17130
Cl -3.22212 1.50688 -0.06292
H 2.19798 -0.18247 -1.17983
H 0.59639 -0.83239 -1.15024
H 0.85940 0.65590 -1.89343
H 1.05246 -1.27188 1.22467
H 0.86835 -0.13400 2.35141
H 2.48938 -0.39464 1.44894
H 2.73076 1.61595 -0.09496
H 2.15928 2.37682 1.35421
H 1.41070 2.73188 -0.21587
H -3.54425 -2.12326 -0.89379
H -2.23304 -2.16182 -2.06178
H -2.62748 -0.61602 -1.19637

***

# 4
14
Properties=species:S:1:pos:R:3 method="wB97M-V/def2-TZVPD" de_lowest_kj_mol=440.64 multiplicity=1 gap_ev="7.956 / 8.875" total_energy_ev=-7357.688 lumo_energy_ha="0.018 / 0.024"
O 1.31424 0.17971 1.94273
C 0.72318 -0.06236 0.74861
C -0.70264 -0.49501 0.82834
C -0.73525 0.05376 -0.60779
C 0.45580 0.99228 -0.29232
C -0.19252 -1.02071 -1.41572
H 2.09339 0.74668 1.88083
H -1.24158 0.12662 1.55795
H -0.92790 -1.55312 0.99229
H -1.55619 0.69016 -0.93989
H 1.10601 1.20607 -1.14437
H 0.14379 1.93053 0.20293
H -0.63221 -2.01780 -1.32880
H 0.15187 -0.77679 -2.42479

***

# 5
101
Properties=species:S:1:pos:R:3 method="wB97M-V/def2-TZVPD" multiplicity=1 gap_ev=9.466 total_energy_ev=-94942.267 lumo_energy_ha=0.019
C 3.38520 -0.79815 2.33845
C 2.45404 -1.38613 1.32071
C 3.13737 -2.48511 0.38786
O 2.26555 -2.69281 -0.69867
C 2.71929 -3.70228 -1.63174
N 1.20821 -1.81410 1.96671
H 4.28164 -0.43488 1.93481
H 3.66296 -1.53629 3.13863
H 2.90976 0.06811 2.84297
H 2.16327 -0.52373 0.64443
H 3.18074 -3.35250 1.00119
H 4.12369 -2.15599 0.09996
H 3.23225 -3.29638 -2.50488
H 1.76277 -4.05542 -1.97612
H 3.33951 -4.41554 -1.10731
H 1.36786 -2.50226 2.68617
H 0.61241 -2.27145 1.32675
C -0.97044 2.40044 5.83697
C -0.18747 2.16695 4.57030
C 0.58132 3.47014 4.36335
O 1.42954 3.36919 3.22131
C 2.48028 4.35472 3.23763
N 0.68634 1.07873 4.86303
H -1.78276 3.11720 5.81959
H -0.24594 2.78552 6.59838
H -1.39731 1.42887 6.28096
H -0.90019 1.99931 3.71834
H 1.20250 3.58114 5.31648
H -0.12641 4.24779 4.31840
H 3.00079 4.27674 2.25071
H 3.17705 4.14043 4.07625
H 2.03794 5.39516 3.23863
H 0.01802 0.32554 4.97690
H 1.30980 0.81865 4.14965
C 6.07888 3.07159 -0.12683
C 5.35623 1.81291 -0.45216
C 4.42718 1.86087 -1.67473
O 3.71129 0.60110 -1.75779
C 2.87551 0.46767 -2.91192
N 6.28585 0.73446 -0.68442
H 6.98196 2.77266 0.41966
H 5.54585 3.88206 0.37309
H 6.54711 3.48250 -1.03654
H 4.69268 1.52135 0.39487
H 5.02003 2.02929 -2.60889
H 3.64134 2.63491 -1.67800
H 2.34317 1.39829 -3.16604
H 2.13932 -0.35717 -2.82609
H 3.52019 0.22791 -3.75076
H 6.71281 0.92938 -1.61568
H 5.74735 -0.16349 -0.85022
C -6.24997 -0.07851 -4.40307
C -4.80372 -0.10474 -4.08632
C -4.17970 -1.45694 -4.63440
O -2.81415 -1.34264 -4.44272
C -1.99274 -2.36214 -4.93906
N -4.06661 1.01596 -4.72169
H -6.58832 0.74554 -3.80505
H -6.82474 -0.93201 -4.09065
H -6.42509 -0.09381 -5.51330
H -4.70915 0.00908 -3.03005
H -4.45620 -1.48982 -5.71390
H -4.59487 -2.33627 -4.12109
H -1.04000 -2.41263 -4.40357
H -1.91586 -2.14811 -5.98782
H -2.39217 -3.37313 -4.83890
H -4.54515 1.92547 -4.49437
H -3.09303 0.96074 -4.43603
C -4.97188 -2.45200 1.47745
C -4.40198 -2.75590 2.86903
O -3.49471 -1.68034 3.17807
S -3.93173 -0.33885 2.46109
O -2.72618 0.29311 2.01912
O -4.88161 0.41711 3.21319
O -4.72451 -0.97933 1.25044
H -6.00653 -2.69300 1.44660
H -4.41843 -2.90476 0.65893
H -3.89283 -3.76306 2.92001
H -5.15647 -2.79617 3.66493
C -0.64143 -2.01062 -1.34453
C -2.09181 -1.56569 -1.29097
O -2.83971 -2.76669 -1.12245
S -2.04458 -3.91209 -0.30780
O -1.98394 -5.06908 -1.18192
O -2.63613 -4.10128 0.96761
O -0.69877 -3.12951 -0.29867
H 0.10792 -1.28115 -1.01042
H -0.41752 -2.42177 -2.30485
H -2.53001 -1.13564 -2.23091
H -2.27660 -0.86703 -0.43508
C -0.30532 1.93382 0.95484
C 1.03820 2.27746 0.30835
O 0.68913 2.81332 -0.98402
S -0.69251 2.07218 -1.48606
O -0.44610 1.10589 -2.49079
O -1.72043 3.04327 -1.61125
O -0.95232 1.23616 -0.16668
H -0.89146 2.81369 1.26152
H -0.32902 1.08441 1.72284
H 1.64711 1.43498 0.05380
H 1.56735 3.06459 0.84632

***

# 6
12
Properties=species:S:1:pos:R:3 method="wB97M-V/def2-TZVPD" de_lowest_kj_mol=171.64 multiplicity=1 gap_ev=10.950 total_energy_ev=-8338.682 lumo_energy_ha=0.032
C -0.95043 -1.03960 -0.19453
C 0.05358 0.02647 0.15361
C -0.24127 1.46751 0.05339
O -0.20378 0.81968 1.30759
C 1.50630 -0.34043 0.01144
O 1.91562 -1.15013 -0.78414
H -1.08082 -1.70750 0.66239
H -1.92265 -0.61069 -0.44891
H -0.58214 -1.63045 -1.03658
H 0.55460 2.19241 -0.12528
H -1.22970 1.76238 -0.29885
H 2.18068 0.21033 0.69987

***

# 7
6
Properties=species:S:1:pos:R:3 method="wB97M-V/def2-TZVPD" de_lowest_kj_mol=320.62 multiplicity=1 gap_ev="10.342 / 9.436" total_energy_ev=-5627.508 lumo_energy_ha="-0.004 / -0.020"
N -1.23133 -0.12509 -0.01268
O 1.40360 -0.48879 0.03686
O 0.69954 0.65412 0.01881
H -1.71454 0.70967 -0.31234
H -1.15080 -0.25104 0.99293
H 1.99353 -0.49887 -0.72358

***

# 8
27
Properties=species:S:1:pos:R:3 method="wB97M-V/def2-TZVPD" de_lowest_kj_mol=252.68 multiplicity=1 gap_ev=9.594 total_energy_ev=-11539.087 lumo_energy_ha=0.037
C -1.65917 -0.46327 0.81194
C -1.36947 -1.50989 -0.41189
C -2.02944 0.93284 0.31422
C -0.69107 -0.36498 2.00653
N -0.93204 -1.01752 -1.68569
H -2.57620 -0.89160 1.23457
H 0.02414 -0.65813 -1.64604
H -1.54420 -0.28669 -2.02810
H -0.63909 -2.23456 -0.04851
H -2.31828 -2.02781 -0.58425
H -1.15952 1.44724 -0.09407
H -2.42086 1.53083 1.13732
H -2.79781 0.88218 -0.45653
H -1.25823 -0.18366 2.91946
H -0.00233 0.47223 1.90353
H -0.12775 -1.28832 2.13725
C 1.89584 1.90729 -1.47761
C 2.39064 -0.73878 0.31737
N 1.30633 -0.04119 -0.33859
O 1.44659 1.38655 -0.24944
H 0.41958 -0.22325 0.19058
H 1.91357 2.98829 -1.34955
H 2.90072 1.54845 -1.72039
H 1.21421 1.64234 -2.29221
H 3.32170 -0.56959 -0.22521
H 2.15472 -1.80111 0.27402
H 2.53743 -0.43789 1.36129

***

# 9
10
Properties=species:S:1:pos:R:3 method="wB97M-V/def2-TZVPD" de_lowest_kj_mol=466.39 multiplicity=1 gap_ev=9.141 total_energy_ev=-9210.389 lumo_energy_ha=-0.009
N -1.48877 -0.03923 -0.29341
C -0.60160 -0.94553 0.96010
O -1.05895 -1.90423 1.45711
O 1.04525 -0.72993 1.01074
C 1.31161 0.30412 0.20263
N 0.76352 0.30845 -0.94168
H -1.22279 -0.37312 -1.24114
H -1.38186 0.98892 -0.43910
H 1.86307 1.15204 0.63091
H 0.77052 1.23852 -1.34615

***

# 10
27
Properties=species:S:1:pos:R:3 method="wB97M-V/def2-TZVPD" de_lowest_kj_mol=141.80 charge=+2 s2=6.06 multiplicity=5 gap_ev="5.090 / 4.179" total_energy_ev=-58080.949 lumo_energy_ha="-0.405 / -0.438"
O -2.92820 -4.60990 0.53118
C -2.79120 -3.85601 -0.30248
Mn 0.06724 0.23226 0.03961
O 2.12113 -1.19873 1.60014
C 1.36379 -0.52382 1.00943
C 0.72209 2.12894 -0.52443
O 1.58963 2.63582 0.23302
C -0.13502 2.68321 -1.51122
O -0.71552 2.98440 -2.50163
C 0.48151 -0.29546 -1.61170
O 0.86539 -0.87292 -2.55256
H -0.38933 -1.18595 0.46969
N -2.48962 -0.42738 6.09958
C -1.96133 -0.75715 4.88916
O -1.64736 -1.91689 4.59666
C -1.80758 0.35939 3.87991
C -2.23654 1.68476 4.07415
C -2.03136 2.60723 3.05057
C -1.38195 2.22711 1.86258
N -0.94653 0.95751 1.66513
C -1.13924 0.02850 2.67221
H -2.56036 -1.21111 6.74302
H -2.65554 0.50706 6.38973
H -2.69200 1.93226 5.02379
H -2.35077 3.63538 3.20297
H -1.19575 3.00437 1.12643
H -0.70108 -0.97780 2.47556

***

# 11
12
Properties=species:S:1:pos:R:3 method="wB97M-V/def2-TZVPD" de_lowest_kj_mol=302.57 charge=+1 multiplicity=1 gap_ev=8.290 total_energy_ev=-19044.159 lumo_energy_ha=-0.236
C -1.73295 -0.20950 -0.32821
C 0.19471 0.82320 0.34541
C 2.02555 -0.64600 -0.13838
N 0.69133 -0.22165 -0.10317
N -0.91985 -0.98961 -0.91199
O -1.17878 0.82625 0.33954
S -3.51249 -0.04150 -0.32788
H 0.63709 1.61131 0.85593
H 2.64349 0.21775 -0.53115
H 2.12470 -1.44390 -0.76765
H 2.45331 -0.87237 0.83420
H -3.42612 0.94601 0.73337

***

# 12
33
Properties=species:S:1:pos:R:3 method="wB97M-V/def2-TZVPD" de_lowest_kj_mol=0.00 charge=+1 multiplicity=1 gap_ev=7.979 total_energy_ev=-26902.195 lumo_energy_ha=-0.181
C -1.76996 -2.31546 1.29953
C 3.79131 0.84905 0.00889
C 2.02646 0.09260 -2.38281
C 2.59490 -2.04622 -0.02122
C -2.69375 0.99711 2.17181
C -1.84064 -1.35773 -0.00829
C -1.79687 1.95521 -0.68244
N -3.12815 2.53010 -0.75712
O 0.99487 0.19718 0.15651
Si 2.38223 -0.28197 -0.54572
Si -2.17447 0.48002 0.44356
H -1.68646 -3.42862 1.15542
H -0.76900 -2.08980 1.61689
H -2.56270 -2.10147 2.01038
H 3.72192 0.85951 1.11893
H 4.73262 0.65238 -0.56849
H 3.71035 1.81288 -0.36647
H 2.99757 -0.08003 -2.93161
H 1.27001 -0.64189 -2.77326
H 1.67190 1.04638 -2.51063
H 2.37166 -2.83814 -0.72356
H 3.71294 -2.15166 -0.04264
H 2.46914 -2.36896 1.01142
H -3.15450 0.19076 2.69907
H -1.87509 1.27714 2.77136
H -3.41196 1.75688 1.93762
H -2.47767 -1.63736 -0.83827
H -0.76543 -1.28234 -0.46633
H -1.27550 1.73547 -1.61948
H -1.04908 2.53548 -0.16692
H 0.83820 0.12443 1.10036
H -3.76909 2.00110 -1.25205
H -3.08580 3.52799 -0.84445